The following is a DFT calculation (ωB97M-V with the def2-TZVPD basis set) of one molecule with the formula BrNO3 in a non-equilibrium geometry.

CARTESIAN COORDINATES (ANGSTROEM)
O1 -0.06955 -0.71230 -0.48221
N1 1.04611 0.24644 0.06573
O2 2.08604 -0.23824 0.00563
Br1 -1.82754 0.75245 0.98424
O3 -1.23506 -0.04836 -0.57340

Results
**Lowest unoccupied orbital energy**: -0.042 Ha
**Energy above the lowest of the compared OMol25 structures with the same formula, charge and spin**: 1.336 eV
**F_max**: 2.259 eV Å⁻¹
**Frontier orbital gap**: 8.804 eV
**SMILES**: O=NOOBr

Here is what Löwdin gives for the atomic charges, in e: -0.22 0.04 0.11 0.72 -0.65

***

The following is a DFT calculation (ωB97M-V with the def2-TZVPD basis set) of one molecule with the formula C5H8O in a non-equilibrium geometry.

CARTESIAN COORDINATES (ANGSTROEM)
H1 -2.36618 -0.72816 -0.32351
H2 -0.33405 2.28193 0.33081
H3 -1.10290 -1.77924 -0.97515
O1 2.60094 -0.65217 -0.39766
C1 -0.45803 0.24336 -0.52048
C2 -0.21680 1.23310 0.56171
C3 1.02215 0.71920 0.09442
H4 -0.52965 0.93630 1.53780
H5 -0.63592 0.65744 -1.49230
H6 -1.12674 -1.38886 0.75361
H7 1.74374 1.35857 -0.40017
C4 1.54165 -0.57302 0.19008
H8 1.16159 -1.31573 0.88694
C5 -1.29982 -0.99270 -0.24609

Results
**Lowest unoccupied orbital energy**: 0.036 Ha
**Energy above the lowest of the compared OMol25 structures with the same formula, charge and spin**: 2.582 eV
**F_max**: 3.082 eV Å⁻¹
**Frontier orbital gap**: 10.039 eV
**SMILES**: C[C@H]1C[C@H]1C=O

Here is what Löwdin gives for the atomic charges, in e: 0.09 0.12 0.08 0.02 -0.21 -0.13 -0.18 0.11 0.12 0.07 0.15 -0.31 0.13 -0.07

***

The following is a DFT calculation (ωB97M-V with the def2-TZVPD basis set) of C21H26N10O8S2Ti as an isolated structure.

CARTESIAN COORDINATES (ANGSTROEM)
C1 -4.60997 2.71748 0.98684
N1 -3.54286 -2.01175 -2.29626
H1 3.56179 -1.52815 -4.33156
O1 0.51208 1.15995 -0.55453
H2 -3.58640 -4.03097 -2.36048
O2 4.76851 0.94594 -2.77624
N2 0.55539 3.68461 5.42320
O3 0.82848 -1.39596 -2.04258
O4 5.46018 -1.45683 -2.85634
C2 0.88220 -0.56295 -4.29313
C3 0.31509 3.31079 4.11621
H3 0.98382 -1.40055 2.75502
H4 0.40396 1.19776 4.52738
N3 -1.86330 -4.85132 -0.83334
H5 2.38463 -3.07823 0.89292
S1 -0.59326 2.08415 -0.13990
H6 -2.06097 -5.53348 -1.54298
H7 2.46951 -2.13808 3.33709
H8 -1.16643 -5.03893 -0.12352
C4 3.31789 -1.93381 -0.64993
C5 -5.21694 0.58204 0.22529
H9 -6.64398 1.99125 1.02665
C6 2.77186 -2.10802 0.60364
C7 -3.07128 1.28749 0.15065
C8 -5.61371 1.78857 0.77670
C9 -0.25506 2.55578 1.50690
H10 2.55235 0.61716 -4.99077
H11 4.04673 1.36987 -0.47037
H12 -0.09327 0.52769 2.22373
H13 2.16158 0.87491 -3.30162
C10 -0.04031 1.57964 2.47446
H14 -2.88884 -1.42208 -2.79939
Ti1 -0.54777 -0.63026 -0.64964
C11 0.09056 4.27730 3.13108
N4 -2.95949 -3.27937 -2.12306
N5 3.24136 -0.86180 -3.64471
C12 2.24439 0.10935 -4.07389
N6 -3.34048 2.48061 0.68250
H15 -0.38086 4.64320 1.06808
H16 1.01655 -1.51034 -4.82128
N7 -1.58617 -2.54566 -0.43677
C13 -0.19757 3.90225 1.83377
H17 -3.71010 -1.56748 -1.39223
C14 -2.09876 -3.55194 -1.10240
O5 -0.31679 -1.55630 1.05617
H18 0.88461 4.62264 5.57514
N8 -0.64365 -2.77888 0.55630
H19 0.23303 0.07235 -4.89241
C15 3.69655 0.39769 -0.15506
N9 -1.76323 0.99036 -0.16620
C16 3.76972 -0.67153 -1.02635
H20 2.23797 -0.39295 3.50655
H21 -5.93683 -0.20408 0.02348
C17 2.68114 -1.04011 1.50249
C18 2.06126 -1.24935 2.85558
C19 0.24135 1.95547 3.77004
H22 3.07859 1.04286 1.79118
H23 -4.82432 3.69028 1.41620
C20 3.15198 0.20438 1.10979
C21 0.20581 -0.82354 -2.98056
O6 -0.96877 -0.39392 -2.74108
O7 -0.51280 -3.80188 1.26503
H24 0.98426 2.99921 6.02135
S2 4.46115 -0.44974 -2.63162
N10 -3.95649 0.31482 -0.09164
O8 -0.77143 3.25034 -0.94116
H25 3.36906 -2.75552 -1.35068
H26 0.13671 5.32757 3.39227

Results
**Lowest unoccupied orbital energy (alpha / beta)**: 0.011 / 0.007 Ha
**Energy above the lowest of the compared OMol25 structures with the same formula, charge and spin**: 0.000 eV
**Spin multiplicity**: 3
**⟨S²⟩**: 2.0078
**F_max**: 0.562 eV Å⁻¹
**Frontier orbital gap (alpha / beta)**: 7.713 / 8.823 eV

Here is what Löwdin gives for the atomic charges, in e: -0.11 0.05 0.12 -0.37 0.13 -0.29 0.11 -0.05 -0.29 -0.06 -0.31 0.06 0.11 0.19 0.12 0.67 0.11 0.09 0.09 -0.06 -0.12 0.10 -0.04 -0.43 -0.05 -0.30 0.12 0.12 0.09 0.13 -0.05 0.05 1.13 -0.02 -0.02 -0.14 -0.19 0.14 0.12 0.13 0.06 -0.05 0.04 -0.40 -0.23 0.09 -0.39 0.13 -0.04 -0.18 -0.29 0.07 0.11 -0.26 -0.05 -0.02 0.11 0.11 -0.03 -0.60 -0.08 -0.02 0.09 0.64 0.13 -0.25 0.12 0.11

***

The following is a DFT calculation (ωB97M-V with the def2-TZVPD basis set) of a 8-piece molecular cluster, C22H54N6O10 overall in a non-equilibrium geometry.

CARTESIAN COORDINATES (ANGSTROEM)
H1 4.41650 -0.88915 -4.49548
H2 -6.35658 -2.38166 2.28284
H3 2.31028 -1.14309 2.78948
H4 3.39227 -3.17108 -5.43070
O1 -0.72956 -2.85891 3.48514
C1 -2.40756 2.04003 2.86650
H5 3.92416 -1.77095 3.10645
H6 3.70624 -0.22276 -2.94793
C2 -3.11866 1.98539 -5.35722
O2 0.44667 5.23515 -1.99764
H7 -1.93309 1.94087 -2.68058
C3 0.80942 4.07734 -1.76596
C4 -1.74236 1.14653 -3.40220
C5 -0.36647 2.73778 4.00096
C6 3.07736 4.54723 -2.32453
H8 -2.25369 -0.02895 0.66493
H9 -2.54194 0.41883 -3.26360
N1 -1.79409 1.50299 -4.85410
H10 2.15196 -3.88801 -4.43492
C7 -0.71289 1.54608 -5.69201
H11 -3.92643 1.29454 -5.11566
O3 -1.57609 -1.89501 -0.06350
H12 4.79151 0.42505 2.51129
C8 -0.39110 -3.59869 2.56509
H13 0.65667 3.11360 3.99443
H14 -1.41415 -0.02993 -0.89908
H15 1.85178 -4.75652 0.79392
H16 2.17858 -0.78540 4.89935
C9 4.03390 -1.10496 -3.49790
H17 -5.03898 -0.87125 4.71657
O4 3.47410 0.07652 0.92233
H18 4.26466 0.34663 0.44940
H19 -0.76541 3.41763 4.75380
H20 4.87988 -1.65255 -3.08249
H21 -4.90941 0.14787 0.83860
H22 0.14745 -5.22313 0.64783
H23 -1.12380 -3.87239 1.79021
C10 -5.06504 -0.09733 3.93390
C11 2.40369 2.21766 -1.48028
H24 2.83429 -3.95864 2.97451
H25 1.62448 1.90187 -0.78659
H26 3.53486 4.01775 -3.16025
H27 0.11704 4.03989 2.03897
H28 2.65144 5.43685 -2.78851
C12 -0.14826 -0.13372 0.70209
C13 -5.72533 0.15613 1.56130
H29 -0.94519 0.44746 -3.14937
C14 -0.80175 3.52846 1.71271
C15 -1.45870 -0.49728 0.08463
H30 -6.60788 -0.33846 1.15563
H31 2.03901 -5.16060 3.86224
N2 -5.25790 -0.65417 2.69970
H32 -0.77416 -2.12584 -0.53806
H33 3.84161 -3.79152 -3.94930
H34 -0.05126 -0.49885 1.72451
H35 -0.83577 1.77531 -6.76185
O5 0.86619 -0.63597 -0.14215
H36 1.18628 -6.16370 1.72238
H37 -2.81137 2.18778 3.86811
H38 -3.16528 2.34360 2.14414
H39 -0.00914 0.94734 0.69502
C16 1.62631 -1.53483 -3.23773
H40 1.74002 -0.32295 0.10285
C17 0.99525 -5.16471 1.33044
H41 -3.19361 2.03433 -6.44353
N3 -1.16617 2.83280 2.78026
O6 -5.08637 1.11183 4.17715
H42 1.82114 -3.42892 4.19736
N4 2.10147 3.61454 -1.80346
O7 0.45591 1.24098 -5.33327
C18 3.29226 -0.88646 3.18691
C19 3.02393 -3.23457 -4.40679
H43 1.79175 -0.48923 -2.93513
H44 3.39226 2.22004 -1.02112
H45 -5.96998 1.18809 1.81290
O8 -1.26350 3.61590 0.55331
C20 3.72833 0.27768 2.32144
H46 -4.95067 -2.69710 3.30451
O9 3.01963 -0.51598 4.52298
H47 3.91897 4.80886 -1.68319
H48 -0.27312 1.66678 4.18076
C21 -5.35123 -2.04157 2.53126
H49 -3.40874 2.99107 -5.05302
H50 0.09146 3.27934 -1.52114
H51 2.45336 1.50249 -2.30135
H52 -2.04433 1.04065 2.62693
H53 -4.91599 -2.35738 1.58314
N5 0.73736 -4.32493 2.46890
O10 0.65431 -2.29603 -3.06618
H54 3.23485 1.23157 2.50764
C22 1.86173 -4.18383 3.41215
N6 2.83038 -1.97813 -3.69207

Results
**Lowest unoccupied orbital energy**: 0.006 Ha
**F_max**: 3.615 eV Å⁻¹
**Frontier orbital gap**: 9.010 eV
**SMILES**: CN(C)C=O.CN(C)C=O.CN(C)C=O.CN(C)C=O.CN(C)C=O.CN(C)C=O.OCCO.OCCO

Here is what Löwdin gives for the atomic charges, in e: 0.08 0.08 0.11 0.08 -0.01 -0.02 0.12 0.06 -0.06 0.00 0.09 -0.32 -0.03 -0.05 -0.06 0.11 0.08 -0.15 0.09 -0.30 0.08 -0.05 0.12 -0.35 0.08 0.10 0.09 0.09 -0.02 0.14 -0.09 0.09 0.09 0.08 0.08 0.09 0.13 -0.30 -0.03 0.07 0.07 0.08 0.13 0.09 -0.25 -0.02 0.07 -0.35 -0.23 0.09 0.09 -0.19 0.07 0.08 0.11 0.13 -0.08 0.09 0.08 0.09 0.10 -0.31 0.04 -0.06 0.08 -0.19 -0.02 0.08 -0.18 -0.06 -0.25 -0.06 0.10 0.08 0.09 -0.02 -0.20 0.10 -0.06 0.08 0.09 -0.10 0.08 0.11 0.06 0.08 0.09 -0.18 -0.02 0.12 -0.04 -0.18